Record 1
115
Properties=species:S:1:pos:R:3 method="wB97M-V/def2-TZVPD" total_charge=-1 homo_ev=-4.47 orbital_gap_ha=0.2315
C 0.57 -0.30 3.14
C 1.20 -0.43 2.10
C 1.90 -0.41 0.68
C 1.84 -1.84 0.00
C 1.60 -1.84 -1.58
N 0.80 -0.70 -2.10
C 1.53 -0.17 -3.27
C 2.78 0.71 -2.92
O 3.36 0.78 -1.86
O 3.34 1.48 -4.01
C 2.55 2.62 -4.29
C 2.73 4.03 -3.61
O 1.67 2.53 -5.14
C -0.60 -1.07 -2.42
C -0.78 -2.08 -3.63
C -2.29 -2.16 -4.19
C -2.44 -3.19 -5.39
I -4.09 -4.61 -5.03
C -1.42 0.31 -2.59
C -2.89 0.27 -2.00
C -3.60 1.65 -2.46
C -3.82 1.76 -4.03
C -2.83 2.87 -1.81
C -1.28 -1.79 -1.13
O -1.87 -2.90 -1.22
O -1.21 -1.23 0.09
H -0.14 0.07 3.92
H 2.98 -0.10 0.88
H 1.42 0.43 0.09
H 1.10 -2.48 0.56
H 2.86 -2.32 0.17
H 1.13 -2.85 -1.83
H 2.64 -1.89 -2.06
H 0.89 0.45 -3.98
H 1.91 -1.04 -3.91
H 1.97 4.14 -2.78
H 2.53 4.87 -4.35
H 3.77 4.22 -3.20
H -0.14 -1.87 -4.54
H -0.54 -3.16 -3.33
H -2.48 -1.12 -4.64
H -3.05 -2.39 -3.39
H -1.51 -3.81 -5.57
H -2.67 -2.69 -6.39
H -1.42 0.52 -3.71
H -0.78 1.11 -2.12
H -2.93 0.31 -0.87
H -3.54 -0.55 -2.40
H -4.64 1.62 -1.98
H -2.98 2.34 -4.54
H -4.76 2.41 -4.18
H -4.01 0.77 -4.54
H -2.22 3.50 -2.54
H -3.50 3.57 -1.21
H -2.07 2.48 -1.04
C -2.46 2.48 2.99
C -3.65 1.55 3.22
C -4.27 1.03 1.92
C -4.85 2.11 1.12
N -5.29 2.96 0.48
H -2.76 3.38 2.45
H -2.04 2.79 3.94
H -1.68 1.97 2.42
H -4.41 2.07 3.82
H -3.31 0.69 3.82
H -5.06 0.31 2.17
H -3.51 0.50 1.34
C 8.27 5.65 -3.83
C 7.14 5.81 -4.84
C 6.34 7.10 -4.64
C 5.64 7.12 -3.35
N 5.10 7.14 -2.34
H 7.89 5.58 -2.80
H 8.83 4.73 -4.03
H 8.97 6.49 -3.88
H 6.48 4.94 -4.77
H 7.57 5.81 -5.84
H 5.61 7.18 -5.45
H 7.01 7.96 -4.72
C -1.22 -4.06 3.13
C -0.75 -5.00 4.24
C -1.13 -4.52 5.64
C -0.48 -3.26 5.98
N 0.02 -2.25 6.24
H -0.76 -3.07 3.22
H -0.95 -4.46 2.15
H -2.31 -3.93 3.16
H 0.34 -5.13 4.16
H -1.19 -5.98 4.07
H -0.83 -5.28 6.37
H -2.21 -4.42 5.72
C -1.16 -10.72 6.80
C -2.10 -9.55 6.59
C -1.83 -8.79 5.29
C -0.51 -8.16 5.28
N 0.53 -7.67 5.28
H -0.12 -10.39 6.89
H -1.41 -11.25 7.72
H -1.22 -11.43 5.98
H -2.03 -8.87 7.44
H -3.13 -9.92 6.56
H -2.59 -8.02 5.16
H -1.92 -9.47 4.43
C 0.37 5.95 0.85
C 0.92 6.41 2.20
C 1.67 5.30 2.95
C 0.79 4.19 3.30
N 0.10 3.30 3.57
H -0.36 5.15 0.97
H -0.13 6.78 0.34
H 1.17 5.59 0.20
H 0.09 6.79 2.81
H 1.60 7.25 2.03
H 2.10 5.72 3.86
H 2.50 4.94 2.34

=====

Record 2
142
Properties=species:S:1:pos:R:3 method="wB97M-V/def2-TZVPD" homo_ev=-10.27 orbital_gap_ha=0.3768 e_above_lowest_kcal_mol=11.4
C -2.88 -3.66 2.55
C -1.42 -3.61 2.16
O -0.86 -3.18 3.40
C -1.64 -3.46 4.45
O -1.22 -3.48 5.61
O -2.81 -3.76 3.97
H -3.38 -4.57 2.23
H -3.52 -2.82 2.26
H -1.30 -2.92 1.33
H -1.11 -4.58 1.75
C 2.23 -1.84 4.72
C 2.63 -0.41 4.64
O 3.64 -0.44 3.65
C 3.65 -1.61 3.06
O 4.42 -1.87 2.12
O 2.76 -2.44 3.52
H 1.15 -1.96 4.69
H 2.58 -2.37 5.61
H 2.96 -0.15 5.65
H 1.82 0.24 4.33
C -1.62 1.74 -6.74
C -2.42 2.02 -5.54
O -1.42 1.91 -4.51
C -0.40 1.19 -4.96
O 0.54 0.75 -4.29
O -0.49 1.00 -6.24
H -1.51 2.69 -7.27
H -2.10 1.02 -7.40
H -3.07 1.16 -5.44
H -2.87 3.02 -5.51
C -3.57 0.98 4.96
C -2.36 0.05 5.11
O -2.04 -0.32 3.76
C -2.95 0.04 2.96
O -2.89 -0.27 1.79
O -3.93 0.65 3.67
H -3.33 2.04 5.06
H -4.40 0.84 5.65
H -2.71 -0.78 5.72
H -1.54 0.61 5.57
C -6.16 0.32 -2.73
C -6.38 -0.14 -1.29
O -5.15 0.04 -0.75
C -4.24 0.31 -1.71
O -3.06 0.61 -1.51
O -4.78 0.27 -2.93
H -6.64 1.30 -2.86
H -6.68 -0.31 -3.45
H -6.57 -1.20 -1.39
H -7.20 0.39 -0.81
C -2.73 3.91 -2.18
C -2.34 3.99 -0.73
O -2.43 5.36 -0.50
C -3.25 5.98 -1.36
O -3.61 7.20 -1.29
O -3.57 5.05 -2.30
H -3.24 3.03 -2.58
H -1.86 4.14 -2.79
H -1.29 3.82 -0.51
H -3.03 3.41 -0.11
C -0.02 -0.16 0.03
C 0.51 1.00 -0.86
O 0.65 1.94 0.15
C 0.83 1.37 1.33
O 1.09 2.01 2.31
O 0.62 0.13 1.24
H 0.32 -1.14 -0.30
H -1.10 -0.13 0.19
H -0.16 1.42 -1.60
H 1.41 0.64 -1.37
C -0.98 -3.19 -1.83
O -2.21 -3.65 -2.38
C -3.28 -4.03 -1.65
O -3.35 -4.01 -0.47
O -4.20 -4.50 -2.49
C -5.39 -5.06 -2.04
H -0.20 -3.87 -2.17
H -1.02 -3.00 -0.75
H -0.61 -2.31 -2.35
H -6.25 -4.51 -2.43
H -5.55 -5.12 -0.96
H -5.43 -6.10 -2.34
C 4.05 -0.57 -2.57
O 3.64 -1.23 -3.84
C 2.39 -1.69 -3.90
O 1.67 -1.68 -2.91
O 1.96 -1.92 -5.21
C 0.63 -2.22 -5.46
H 3.79 -1.23 -1.74
H 3.68 0.46 -2.50
H 5.13 -0.56 -2.47
H 0.40 -2.12 -6.52
H 0.03 -1.48 -4.92
H 0.39 -3.26 -5.25
C 8.72 0.36 -0.22
O 7.69 0.53 0.80
C 6.39 0.81 0.38
O 6.05 1.01 -0.81
O 5.59 0.90 1.42
C 4.26 1.28 1.20
H 8.31 -0.23 -1.05
H 9.67 -0.01 0.15
H 8.96 1.34 -0.63
H 3.67 0.41 0.91
H 4.09 2.09 0.49
H 3.87 1.65 2.15
C -4.65 4.27 6.20
O -3.26 4.31 6.02
C -2.72 4.82 5.00
O -3.27 5.41 4.07
O -1.39 4.57 5.04
C -0.70 4.57 3.83
H -5.10 5.22 6.48
H -4.91 3.44 6.86
H -5.07 4.10 5.21
H -0.36 5.58 3.58
H -1.16 4.19 2.92
H 0.18 3.95 4.01
C 7.18 4.03 -1.26
O 5.74 4.03 -1.18
C 4.95 3.98 -2.21
O 5.25 3.95 -3.35
O 3.72 3.76 -1.70
C 2.57 3.59 -2.62
H 7.70 4.83 -1.78
H 7.54 3.17 -1.81
H 7.68 3.98 -0.29
H 2.58 2.79 -3.37
H 2.45 4.47 -3.25
H 1.65 3.28 -2.12
C 1.89 -8.13 0.82
O 2.54 -6.83 0.71
C 1.91 -5.75 0.47
O 0.70 -5.60 0.51
O 2.79 -4.79 0.18
C 2.42 -3.46 -0.06
H 1.19 -8.16 1.65
H 2.57 -8.98 0.78
H 1.23 -8.42 0.00
H 2.24 -3.37 -1.13
H 3.25 -2.82 0.24
H 1.52 -3.27 0.53

=====

Record 3
128
Properties=species:S:1:pos:R:3 method="wB97M-V/def2-TZVPD" total_charge=+1 homo_ev=-9.79 orbital_gap_ha=0.2653
C -1.88 3.36 4.03
C -0.28 3.09 4.21
B 0.15 2.09 2.97
O -0.19 0.69 3.19
C 0.89 2.56 1.60
C 1.61 1.16 1.13
F 2.76 0.83 1.94
C 2.14 1.63 -0.35
C 2.02 0.24 -1.15
O 2.93 0.12 -2.29
C 3.02 -1.23 -2.74
C 3.63 -2.40 -1.88
C 3.74 -3.86 -2.34
C 4.33 -5.00 -1.39
C 3.28 -4.27 -3.77
C 2.69 -3.16 -4.67
C 2.55 -1.67 -4.18
C 1.94 -0.66 -5.27
C 0.43 -0.21 -4.93
C 2.96 0.55 -5.49
C 1.16 2.88 -0.72
P 0.72 2.58 -2.53
C 2.00 3.64 -3.51
C -0.95 3.29 -3.05
C -1.57 2.65 -4.41
N 0.06 2.87 0.36
O -0.76 1.89 -0.14
C -2.16 2.05 0.22
C -2.85 0.60 -0.09
C -2.57 -0.47 1.08
C -4.39 0.73 -0.54
C -4.68 -0.04 -1.95
C -5.32 -0.06 0.55
P -0.57 4.58 0.43
C 0.16 5.53 1.89
O -0.02 5.47 -0.96
H -2.50 2.42 4.18
H -2.01 3.77 2.95
H -2.22 4.23 4.71
H -0.17 2.54 5.22
H 0.34 4.04 4.25
H -0.50 0.57 4.11
H 1.83 3.21 1.75
H 0.92 0.27 0.93
H 3.25 1.94 -0.28
H 2.37 -0.57 -0.40
H 0.93 -0.06 -1.41
H 3.99 -2.08 -0.84
H 4.57 -5.96 -1.95
H 5.17 -4.60 -0.74
H 3.47 -5.27 -0.66
H 3.41 -5.36 -4.09
H 2.36 -3.46 -5.72
H 1.87 -1.22 -6.28
H -0.32 -1.06 -5.16
H 0.14 0.63 -5.67
H 0.30 0.10 -3.84
H 4.02 0.10 -5.49
H 2.77 1.07 -6.49
H 2.91 1.23 -4.58
H 1.91 3.76 -0.68
H 3.06 3.53 -3.09
H 1.94 3.35 -4.62
H 1.62 4.72 -3.42
H -1.78 3.26 -2.27
H -0.78 4.41 -3.30
H -1.82 1.54 -4.19
H -0.88 2.77 -5.30
H -2.59 3.17 -4.56
H -2.37 2.25 1.33
H -2.75 2.81 -0.38
H -2.28 0.21 -1.02
H -1.42 -0.57 1.14
H -2.92 -1.49 0.67
H -3.03 -0.21 2.08
H -4.73 1.81 -0.69
H -5.34 -0.97 -1.75
H -5.16 0.66 -2.73
H -3.73 -0.44 -2.44
H -5.14 -1.19 0.40
H -5.16 0.29 1.62
H -6.41 0.11 0.19
H 0.17 6.64 1.56
H -0.53 5.50 2.81
H 1.24 5.27 2.16
H -0.68 6.19 -1.09
C -5.47 -5.72 -5.28
C -6.41 -4.90 -6.14
O -6.60 -3.59 -5.57
C -5.64 -2.68 -5.85
O -4.67 -2.90 -6.53
C -5.99 -1.33 -5.23
F -6.43 -1.45 -3.95
F -6.97 -0.70 -5.91
F -4.95 -0.49 -5.19
H -5.83 -5.76 -4.25
H -5.39 -6.74 -5.67
H -4.47 -5.28 -5.25
H -7.39 -5.37 -6.17
H -6.06 -4.82 -7.17
C -2.85 2.18 9.93
C -3.03 0.69 9.68
O -2.42 0.31 8.44
C -1.10 0.07 8.48
O -0.42 0.17 9.47
C -0.59 -0.38 7.11
F -1.10 0.37 6.10
F -0.93 -1.65 6.84
F 0.74 -0.31 6.99
H -3.23 2.76 9.08
H -3.38 2.49 10.83
H -1.79 2.43 10.04
H -4.10 0.46 9.60
H -2.64 0.10 10.51
C 6.43 -1.94 4.42
C 7.20 -1.74 3.12
O 8.12 -2.81 2.90
C 7.60 -3.93 2.35
O 6.45 -4.07 2.05
C 8.70 -4.97 2.14
F 9.52 -5.09 3.20
F 9.48 -4.66 1.08
F 8.21 -6.20 1.91
H 7.13 -2.07 5.25
H 5.79 -1.08 4.62
H 5.81 -2.83 4.37
H 7.79 -0.82 3.18
H 6.52 -1.62 2.27